107
Properties=species:S:1:pos:R:3:lowdin_charge:R:1 method="wB97M-V/def2-TZVPD" lumo_energy_ha=-0.0347 max_force_ev_per_a=2.5 total_energy_ev=-133291.91157 spin_multiplicity=1 orbital_gap_ev=8.152 total_charge=0 smiles="C#CC1=C(CCC(F)(F)F)C(=O)C(C[C@H](O)CN)=C(C[C@H](C)Br)C1=O.CCO.CCO.CCO.CCO.CCO.CCO.CCO" e_homo_ev=-9.10
H -1.43 -4.01 -2.44 0.096
H -1.62 2.19 -8.94 0.110
H 2.87 -0.15 7.90 0.061
C 1.05 3.72 -2.80 -0.655
H -0.09 3.06 -8.72 0.112
H 3.84 1.74 9.10 0.073
H -0.58 -1.35 0.77 0.079
H -8.02 1.30 -6.81 0.109
H -1.98 4.67 -9.10 0.073
H -4.69 0.07 -4.46 0.146
H 1.80 3.38 1.68 0.076
H -5.98 -0.43 -2.21 0.111
H 4.40 -0.81 -3.84 0.036
H 3.65 -4.01 7.05 0.061
H -9.22 3.15 -5.61 0.073
H -2.90 -3.14 -2.02 0.111
H -6.47 2.03 -6.36 0.109
H 1.78 1.83 4.18 0.077
O 4.42 -4.27 4.48 -0.092
H 3.00 0.70 2.58 0.090
H 1.92 -2.31 7.94 0.108
O -0.88 2.25 -7.02 -0.105
H 2.68 -1.24 0.36 0.075
H 5.13 2.60 8.25 0.073
H -8.17 3.80 -6.88 0.075
H 4.86 -1.66 2.28 0.071
C 0.75 -0.79 -3.74 -0.124
H -1.74 2.08 -6.63 0.050
H -3.51 -0.62 -1.74 0.115
H -4.05 -1.67 -3.01 0.129
H 5.22 -2.45 4.94 0.114
O 0.54 -3.17 -3.82 0.148
C -1.27 -2.86 -0.62 -0.688
C -2.11 -0.93 -3.39 -0.055
C -1.08 2.88 -8.28 -0.305
H 2.74 -2.94 2.63 0.099
H 3.91 2.21 2.35 0.113
H 3.67 -4.81 4.75 0.080
O 2.35 -1.58 9.80 -0.084
H 0.10 -1.19 -0.87 0.072
C -8.18 3.26 -5.93 -0.089
C -1.84 4.18 -8.13 -0.091
H 3.47 1.68 6.61 0.099
C -1.45 0.01 -4.37 -0.229
C 3.36 -0.71 -3.63 0.170
H -2.09 -3.08 0.06 0.081
C -7.51 1.91 -6.06 -0.302
C 2.11 -2.69 8.94 -0.330
C 3.07 -2.67 1.62 -0.321
H -6.39 1.07 -3.19 0.078
H 2.53 -1.92 10.68 0.083
H 1.10 -3.86 10.46 0.073
O 2.39 -1.47 1.25 -0.109
C 4.48 -3.38 6.74 -0.096
H 1.58 1.69 -4.67 0.132
Br 0.09 -4.22 -0.19 0.711
C 4.57 -2.46 1.60 -0.086
H 5.40 -3.92 6.96 0.083
H -2.82 4.01 -7.68 0.069
C 4.21 1.03 7.09 -0.302
N -5.30 1.44 -1.47 -0.006
C 0.03 0.26 -4.11 -0.077
H 4.46 -2.46 7.32 0.053
F 0.22 4.50 -2.10 0.133
H -3.68 1.92 -4.39 0.087
C -0.80 -1.45 -0.29 -0.119
O -7.52 1.22 -4.81 -0.110
H -0.58 2.31 -2.56 0.133
O -2.04 0.49 -5.31 0.120
C 0.92 -3.49 9.44 -0.083
C -3.51 -0.74 -2.83 -0.077
H 0.89 1.89 1.92 0.072
H 5.10 -3.37 1.89 0.072
H 3.00 -3.31 8.91 0.090
H -1.30 4.87 -7.47 0.075
O -3.68 1.63 -3.47 -0.024
H 3.46 -2.54 5.04 0.106
H 5.05 0.90 6.41 0.114
C -1.82 -3.05 -2.07 -0.164
H 0.72 -4.35 8.79 0.074
C 1.87 2.29 1.65 -0.088
H 2.09 1.98 0.63 0.063
H -5.96 1.28 -0.71 0.061
O 3.62 -0.26 7.30 -0.105
O 2.64 2.21 3.95 -0.091
C -5.63 0.54 -2.61 -0.204
H 5.40 0.97 8.89 0.075
F 2.18 3.71 -2.07 0.123
F 1.30 4.26 -3.97 0.182
H -1.61 -0.76 -0.55 0.076
C 4.39 -3.07 5.26 -0.313
C 2.93 1.79 2.61 -0.312
H 2.78 -3.47 0.94 0.066
C 0.48 2.31 -2.85 -0.029
C 4.67 1.63 8.41 -0.088
C -4.34 0.38 -3.47 -0.361
H 4.91 -2.17 0.60 0.072
C 0.03 -2.11 -3.57 -0.279
H 0.03 -2.86 9.48 0.077
H -0.13 2.18 -4.92 0.095
H -4.41 1.18 -1.06 0.049
C -1.38 -1.98 -3.02 -0.122
H -7.68 3.87 -5.18 0.079
H -8.43 1.10 -4.54 0.091
H 0.97 1.64 -2.15 0.120
C 2.16 -0.70 -3.51 -0.057
C 0.57 1.66 -4.27 -0.087

=====

111
Properties=species:S:1:pos:R:3:lowdin_charge:R:1 method="wB97M-V/def2-TZVPD" lumo_energy_ha=-0.0999 max_force_ev_per_a=2.4 total_energy_ev=-93730.75570 spin_multiplicity=1 orbital_gap_ev=7.800 total_charge=+1 e_homo_ev=-10.52
C -4.39 2.23 -2.48 0.119
N 3.36 3.01 -2.83 0.188
H -1.29 3.65 7.63 0.101
H 2.60 2.10 1.99 0.066
C -1.80 1.09 2.06 -0.021
O 6.19 2.34 -1.54 0.009
C 2.16 2.91 -3.46 -0.584
H -9.81 -5.47 4.18 0.098
C -9.11 -4.69 1.78 -0.004
H -8.26 -5.94 4.77 0.110
H 3.69 2.22 -2.31 0.075
H 1.75 0.20 -0.57 0.115
H -1.91 2.04 1.53 0.096
H 8.15 0.70 -0.62 0.091
H -1.94 -2.83 5.00 0.065
H 2.51 -1.03 -1.58 0.111
N -2.13 -1.37 0.01 -0.076
C 4.27 2.42 -6.69 0.001
H -3.03 -2.00 -2.45 0.082
H 1.21 -1.36 -3.97 0.057
H 3.65 -2.43 1.35 0.090
H -5.74 -3.75 1.43 0.043
C 0.90 2.33 7.05 0.005
H 1.33 0.35 2.93 0.099
H 1.59 3.85 -5.28 0.084
C 1.72 4.12 -4.23 0.001
H 3.93 3.83 -2.88 0.105
P -0.12 -2.21 -2.18 0.986
H -4.39 3.26 -2.23 0.031
H 1.94 -3.48 -2.31 0.041
H -2.49 -0.48 -3.12 0.090
O -7.02 -5.38 2.72 0.021
H 0.27 1.66 3.34 0.075
H -5.25 -0.71 -1.87 0.109
Cl -2.17 -4.11 -0.41 0.753
C -0.77 -1.40 0.34 -0.277
C -4.88 -3.90 0.79 -0.127
N -8.83 -5.57 4.03 0.159
C -4.50 1.06 -2.72 -0.146
C 0.51 -0.88 -3.28 -0.249
H 7.05 4.53 -0.82 0.111
C -3.11 -0.92 -2.33 -0.206
Cl -4.85 -1.21 1.25 0.774
C 4.26 3.70 -7.50 -0.603
H -4.25 -4.62 1.32 0.077
H -4.82 -0.76 -3.61 0.116
H -0.97 -2.74 2.56 0.128
H -0.24 0.85 0.65 0.114
H -9.04 -5.34 0.91 0.088
H 0.90 3.05 7.87 0.074
H 3.52 2.50 -5.91 0.057
H 2.45 4.93 -4.18 0.080
H -3.38 0.21 -0.54 0.082
H -10.16 -4.64 2.09 0.072
O 1.48 -1.81 0.01 -0.080
H 1.48 2.01 0.64 0.051
H -0.42 -2.22 5.92 0.056
C 2.28 -0.76 -0.54 -0.116
H -0.28 -0.44 -3.87 0.037
H 3.98 4.39 -9.39 0.109
H 4.56 -1.12 2.09 0.091
N 0.19 -1.76 -0.48 -0.115
H -5.15 -4.34 -0.17 0.090
O 1.49 1.89 -3.39 0.002
H 8.14 3.91 0.38 0.101
C -4.53 -0.40 -2.63 -0.197
H -8.78 -3.69 1.51 0.083
H 0.58 -4.44 -1.69 0.026
H 4.11 1.09 -0.55 0.065
O 4.02 0.70 0.32 -0.036
N 7.45 3.75 -0.33 0.167
C -8.22 -5.24 2.87 -0.593
C -0.44 2.23 6.37 -0.565
H 2.76 -1.14 2.14 0.068
H 0.77 4.48 -3.83 0.089
H 1.19 3.16 1.90 0.075
C -4.08 -2.64 0.65 -0.689
H 8.38 1.69 0.83 0.075
C -0.43 0.51 1.67 -0.293
C 3.65 -1.35 1.54 -0.016
H -1.84 1.31 3.12 0.071
C -2.85 -2.59 0.11 -0.695
C -1.08 -2.17 5.06 0.019
N -0.37 -1.00 1.62 0.002
C 3.62 -0.66 0.20 -0.386
H -0.48 -0.31 4.36 0.060
C 0.71 1.13 2.50 -0.185
C -1.19 -1.68 2.65 -0.153
C 7.03 2.51 -0.67 -0.585
C 1.55 2.15 1.72 -0.077
N 3.99 3.56 -8.83 0.156
H 6.86 0.81 0.60 0.075
C 7.65 1.36 0.09 0.004
H 3.80 2.68 -9.26 0.095
H -2.64 0.47 1.77 0.034
C 0.88 -3.71 -2.44 -0.249
C -2.59 -0.38 -0.99 -0.164
H 5.26 2.29 -6.24 0.091
O -0.64 1.47 5.44 0.004
O 4.49 4.78 -7.01 0.029
N -1.42 3.02 6.86 0.169
H 4.40 -1.15 -0.41 0.144
H 0.71 -4.07 -3.45 0.052
H 1.06 -0.10 -2.77 -0.011
C -0.85 -1.29 4.07 -0.126
H -2.27 -1.58 2.48 0.094
H 1.18 1.36 7.45 0.090
H 1.65 2.64 6.32 0.088
H -1.78 0.33 -1.16 0.128
H 4.05 1.54 -7.29 0.073
H -2.33 2.96 6.43 0.112

=====

104
Properties=species:S:1:pos:R:3:lowdin_charge:R:1 method="wB97M-V/def2-TZVPD" lumo_energy_ha=0.0033 max_force_ev_per_a=3.8 total_energy_ev=-62396.19848 spin_multiplicity=1 orbital_gap_ev=8.859 total_charge=0 smiles="Cc1ccc(C[C@@H]2OC(=O)O[C@]2(I)CCF)cc1.CC(C)O.CC(C)O.CC(C)O.CC(C)O.CC(C)O.CC(C)O" e_homo_ev=-8.77
H 1.05 -1.92 3.67 0.055
H 0.25 -0.23 -5.27 0.046
H 3.87 -2.18 4.40 0.088
H 2.85 2.20 -1.15 0.113
H -1.67 1.98 2.32 0.124
O -3.56 1.87 0.05 0.065
H 1.96 -0.09 -7.64 0.078
H -3.92 -6.47 -1.72 0.080
O -4.75 1.10 -1.81 0.186
H 0.11 1.56 6.77 0.085
C 2.06 2.02 5.17 -0.051
C 1.35 -2.70 4.37 -0.058
F -0.20 -2.97 1.35 -0.093
C -2.14 1.59 0.13 -0.287
C 0.99 3.94 6.38 -0.062
H -1.59 -0.96 -6.68 0.083
C -2.14 -5.46 -1.02 -0.498
H -4.81 1.91 -4.57 0.078
C 0.20 1.78 1.09 -0.217
H -1.09 -7.33 -0.65 0.081
C 0.76 0.86 2.06 -0.056
C -1.85 0.11 -0.32 -0.621
C -3.96 0.95 -0.94 -0.496
H -6.43 2.65 -4.44 0.083
C 0.78 2.79 5.41 -0.495
H 0.11 0.55 2.92 0.110
C -0.95 -1.82 -6.90 -0.061
H 0.45 3.03 -0.77 0.111
H 4.50 4.28 3.35 0.080
C -1.62 -1.01 0.77 -0.110
C 4.08 4.21 2.35 -0.056
C 2.85 0.87 0.69 -0.236
H -1.48 -0.62 1.80 0.112
H 6.98 4.86 0.56 0.080
C -0.44 -1.98 0.34 -0.226
C -1.68 -6.58 -0.10 -0.061
H 0.46 -3.17 4.78 0.086
H -8.31 1.77 -5.98 0.078
H 4.54 -0.36 1.34 0.072
I -0.78 -0.07 -2.23 1.055
H 0.52 -1.45 0.15 0.090
H 1.73 4.65 5.99 0.078
H -2.54 -1.66 0.80 0.133
H 5.76 6.02 1.06 0.081
H 3.27 -3.96 5.94 0.082
H 5.65 3.00 1.53 0.129
H -2.53 -7.08 0.37 0.080
H 6.69 5.15 2.29 0.081
H -1.18 -2.18 -7.91 0.080
C 2.29 1.83 -0.26 -0.040
C -5.88 1.72 -4.65 -0.072
C -1.30 2.24 1.30 -0.074
O -5.49 -0.03 -6.25 -0.060
C -3.03 -5.99 -2.13 -0.064
O -3.22 -0.21 -0.76 -0.091
C 2.12 0.39 1.86 -0.034
H 3.34 3.41 2.33 0.064
H -3.35 -5.18 -2.78 0.080
H -2.67 -4.71 -0.44 0.136
H -8.02 0.12 -5.41 0.080
C 2.68 -3.19 6.45 -0.064
H -7.95 0.47 -7.13 0.077
H -5.93 1.89 -6.79 0.136
H 2.54 -0.33 2.59 0.091
H 0.39 3.17 4.46 0.133
O 3.37 -1.50 4.88 -0.069
C 4.30 0.31 0.49 -0.050
H 1.14 -2.33 -6.94 0.138
H 2.44 1.59 6.10 0.088
H -1.21 -2.60 -6.18 0.079
H 1.67 -1.34 6.00 0.132
C 0.91 -0.35 -7.75 -0.066
C 0.92 2.30 -0.07 -0.058
H 4.15 4.69 -0.18 0.093
C -6.23 1.17 -6.02 -0.500
H 2.84 2.67 4.75 0.070
C 2.23 -2.12 5.46 -0.497
H -2.50 -6.72 -2.75 0.081
O 4.58 3.85 0.02 -0.070
H 0.06 4.48 6.55 0.080
H 0.73 -0.67 -8.78 0.079
H -5.74 -0.67 -5.58 0.086
H 3.31 -2.76 7.22 0.079
C -7.72 0.87 -6.14 -0.069
H 0.33 0.56 -7.56 0.081
H 1.90 -3.45 3.79 0.088
C 5.17 3.95 1.32 -0.494
H -1.34 3.36 1.24 0.128
O 0.79 -1.01 -5.44 -0.092
C 0.52 -1.45 -6.77 -0.498
C 6.21 5.06 1.31 -0.062
O -0.22 1.90 5.94 -0.060
O -1.00 -4.82 -1.59 -0.064
H 4.27 -0.35 -0.43 0.088
H 5.01 1.15 0.34 0.063
H -0.80 -2.56 -0.55 0.080
H -1.76 2.17 -0.76 0.112
H -1.02 -6.19 0.69 0.078
H 3.55 5.15 2.13 0.085
H 1.89 1.19 4.48 0.045
H -0.51 -5.48 -2.11 0.090
H -6.13 0.99 -3.86 0.067
H 1.33 3.57 7.35 0.081
H 1.82 -3.67 6.92 0.081